Computed, not measured: one molecule with the formula CHCl2NO5 at a distorted geometry, with wB97M-V/def2-TZVPD.

Output
Orbital gap, eV: 10.2
Energy relative to the best compared isomer or geometry (same formula, charge and spin), eV: 0.0000
SMILES: O=[N+]([O-])OOOC(Cl)Cl
Total charge: 0
Molar mass, g/mol: 177.927

XYZ file:
```
10
Properties=species:S:1:pos:R:3:forces:R:3
C -0.5635 -1.8822 0.4194 0.1 -0.4 -1.3
O -0.7880 -0.5566 0.6958 -0.1 2.0 0.4
O 0.1841 0.2573 -0.0968 0.7 -1.7 -0.3
O -0.2987 1.5758 -0.1527 -0.4 0.8 0.1
N 0.8573 2.4658 -0.6872 -0.3 -0.6 0.5
O 1.8217 1.8390 -1.0247 -1.3 1.7 0.4
O 0.4989 3.6120 -0.6434 1.0 -2.2 -0.3
Cl 0.7400 -2.6062 1.4266 -0.4 0.3 -0.4
Cl -2.1352 -2.7177 0.7300 0.9 0.5 -0.1
H -0.3166 -1.9871 -0.6670 0.0 -0.2 1.0
```
Forces are in eV/Å.

Results of the natural (NBO) charge analysis, in e, for atoms 1 through 4: C 0.048; O -0.247; O -0.035; O -0.164